Entry 1:
C23H76N18O19 | ωB97M-V/def2-TZVPD

Last column: Löwdin charge in e.
Cartesian coordinates (Å):
C -3.155 -2.388 2.734  -0.044
C -2.130 -3.288 3.470  -0.418
C -1.757 -4.399 2.529  -0.073
O -0.891 -2.605 3.889  -0.090
H -4.040 -2.992 2.502  0.084
H -2.782 -1.985 1.798  0.054
H -3.381 -1.561 3.416  0.073
H -2.585 -3.661 4.391  0.134
H -2.626 -4.865 2.044  0.076
H -1.167 -5.190 2.988  0.084
H -1.148 -3.984 1.719  0.073
H -1.130 -1.668 3.975  0.037
C -2.463 1.948 5.628  -0.046
C -1.396 0.862 5.636  -0.479
C -1.645 -0.104 6.770  -0.053
O -1.357 0.111 4.409  -0.081
H -2.540 2.353 4.614  0.080
H -2.226 2.748 6.344  0.092
H -3.446 1.559 5.850  0.071
H -0.437 1.416 5.783  0.122
H -2.678 -0.468 6.802  0.083
H -1.452 0.447 7.692  0.084
H -0.999 -1.002 6.687  0.090
H -1.303 0.751 3.684  0.061
C 0.604 5.298 0.247  -0.545
O 1.785 5.221 0.617  -0.008
N 0.072 6.418 -0.571  0.115
N -0.308 4.294 0.507  0.176
H 0.648 7.118 -0.995  0.074
H -0.894 6.579 -0.785  0.068
H -0.124 3.521 1.120  0.047
H -1.313 4.425 0.412  0.048
C -3.803 3.488 0.148  -0.577
O -3.091 4.056 0.975  0.014
N -5.225 3.589 0.072  0.133
N -3.214 2.711 -0.866  0.150
H -5.691 4.305 0.616  0.099
H -5.533 3.506 -0.883  0.080
H -2.221 2.536 -0.833  0.079
H -3.695 1.973 -1.358  0.061
C 5.028 1.619 2.412  -0.534
O 6.219 1.915 2.300  0.014
N 4.466 1.154 3.705  0.122
N 4.088 1.786 1.355  0.161
H 3.676 0.534 3.753  0.019
H 4.998 1.180 4.554  0.084
H 3.140 1.440 1.408  0.064
H 4.398 2.050 0.439  0.087
C 4.984 -0.753 -0.854  -0.499
O 5.687 0.234 -0.757  0.051
N 5.515 -1.968 -1.506  0.106
N 3.549 -0.985 -0.478  0.135
H 6.514 -1.911 -1.580  0.080
H 5.075 -2.693 -0.962  0.069
H 3.044 -1.542 -1.153  0.037
H 2.936 -0.206 -0.327  0.024
C 1.172 2.641 3.306  -0.590
O 0.083 2.468 2.727  -0.022
N 1.564 1.862 4.361  0.161
N 2.072 3.637 3.065  0.192
H 1.209 0.941 4.509  0.066
H 2.484 1.951 4.745  0.077
H 2.984 3.552 3.488  0.094
H 2.026 4.281 2.284  0.061
C -1.412 -5.000 -1.740  -0.585
O -0.839 -5.989 -2.136  0.026
N -2.615 -5.099 -0.934  0.131
N -1.081 -3.667 -2.073  0.163
H -3.154 -4.261 -0.832  0.026
H -3.198 -5.916 -0.976  0.085
H -0.275 -3.337 -2.581  0.079
H -1.726 -3.020 -1.629  0.029
C -4.454 -1.403 -1.066  -0.539
O -3.548 -2.260 -1.168  -0.028
N -4.319 -0.150 -0.366  0.159
N -5.651 -1.560 -1.743  0.157
H -3.402 0.114 -0.075  0.056
H -5.114 0.351 -0.020  0.086
H -5.883 -2.421 -2.202  0.107
H -6.350 -0.830 -1.702  0.098
C 1.878 -2.508 -4.349  -0.520
O 0.747 -1.947 -4.457  -0.049
N 2.935 -2.001 -3.514  0.156
N 2.102 -3.714 -5.004  0.169
H 3.859 -2.399 -3.641  0.085
H 2.917 -0.991 -3.327  0.058
H 2.827 -4.338 -4.695  0.097
H 1.478 -4.173 -5.628  0.101
C 0.244 3.147 -3.266  -0.580
O 1.023 2.291 -2.810  -0.022
N -1.002 2.893 -3.818  0.171
N 0.576 4.473 -3.164  0.166
H -1.292 3.545 -4.538  0.108
H -1.277 1.916 -3.914  0.058
H -0.173 5.150 -3.136  0.089
H 1.366 4.743 -2.602  0.100
C -2.617 -1.777 -4.450  -0.246
C -2.065 -0.707 -3.564  -0.237
O -1.167 0.128 -4.304  -0.102
O -3.632 -1.338 -5.351  -0.057
H -2.915 -2.573 -3.756  0.100
H -1.857 -2.208 -5.113  0.125
H -1.606 -1.149 -2.667  0.086
H -2.864 -0.038 -3.197  0.117
H -0.279 -0.270 -4.286  0.056
H -4.497 -1.228 -4.940  0.073
C 0.353 -0.020 -0.554  -0.220
C -0.225 -0.535 0.728  -0.203
O -1.282 0.307 1.210  -0.082
O 1.237 1.082 -0.297  -0.084
H -0.453 0.280 -1.235  0.112
H 0.952 -0.755 -1.090  0.104
H 0.574 -0.619 1.479  0.121
H -0.617 -1.527 0.545  0.111
H -0.855 1.148 1.453  0.046
H 1.066 1.714 -1.003  0.040
C 2.598 -3.359 3.206  -0.233
C 3.121 -1.921 3.153  -0.235
O 2.295 -0.993 3.855  -0.098
O 1.369 -3.556 2.525  -0.089
H 2.487 -3.677 4.255  0.124
H 3.315 -4.052 2.727  0.126
H 3.219 -1.616 2.107  0.094
H 4.126 -1.953 3.587  0.121
H 1.404 -1.298 3.653  0.059
H 0.613 -3.087 2.932  0.028
C 3.473 1.246 -4.984  -0.237
C 2.301 1.123 -5.925  -0.214
O 2.075 -0.228 -6.413  -0.070
O 3.120 0.815 -3.702  -0.099
H 3.923 2.243 -4.933  0.124
H 4.212 0.570 -5.430  0.127
H 2.568 1.637 -6.858  0.118
H 1.368 1.567 -5.575  0.108
H 1.406 -0.650 -5.863  0.028
H 2.387 1.372 -3.393  0.040

Computed properties:
**HOMO**: -9.17 eV
**Gap between HOMO and LUMO**: 8.908 eV
**Electronic energy**: -90816.3146 eV
**Multiplicity**: 1


Entry 2:
C23H78B2NO20S | ωB97M-V/def2-TZVPD

Last column: Löwdin charge in e.
Cartesian coordinates (Å):
C 4.131 -2.197 0.533  0.010
B 2.966 -1.417 -0.170  -0.409
O 1.914 -0.992 0.641  0.106
C 2.829 -1.108 -1.715  -0.223
O 2.412 -2.318 -2.315  -0.040
B 2.536 -2.059 -3.807  -0.683
C 1.150 -1.979 -4.650  -0.127
C 0.278 -0.729 -4.451  -0.192
C -0.355 -0.614 -3.048  -0.397
C -1.868 -0.873 -3.116  -0.090
C -0.140 0.785 -2.420  -0.077
O 3.393 -0.805 -3.869  -0.060
C 3.990 -0.699 -2.640  -0.750
S 5.494 -1.749 -2.775  0.878
O 4.409 0.669 -2.395  -0.081
N 4.733 1.385 -3.546  -0.021
O 5.551 2.191 -3.297  0.021
H 5.100 -1.723 0.384  0.032
H 4.166 -3.210 0.127  0.084
H 3.935 -2.270 1.606  0.050
H 1.069 -1.314 0.312  0.105
H 2.134 -0.274 -1.885  0.127
H 3.191 -2.995 -4.307  0.092
H 0.554 -2.845 -4.347  0.081
H 1.386 -2.081 -5.714  0.085
H -0.553 -0.771 -5.169  0.091
H 0.831 0.178 -4.707  0.102
H 0.056 -1.373 -2.382  0.119
H -2.099 -1.924 -3.283  0.055
H -2.321 -0.248 -3.887  0.072
H -2.323 -0.568 -2.167  0.066
H 0.679 1.323 -2.888  0.052
H 0.112 0.676 -1.363  0.068
H -1.050 1.387 -2.498  0.060
H 5.849 -2.005 -1.514  -0.175
C 1.705 -4.188 3.202  -0.155
O 1.062 -3.024 2.688  -0.132
H 0.976 -4.995 3.210  0.077
H 2.547 -4.482 2.572  0.063
H 2.059 -4.014 4.221  0.066
H 1.705 -2.308 2.651  0.052
C 2.416 -7.249 1.052  -0.155
O 3.112 -7.069 2.282  -0.135
H 2.371 -6.280 0.562  0.079
H 2.939 -7.950 0.396  0.074
H 1.396 -7.606 1.219  0.075
H 3.161 -7.918 2.727  0.068
C 2.457 4.374 -3.178  -0.142
O 1.398 3.677 -2.536  -0.129
H 2.343 4.220 -4.249  0.084
H 2.416 5.449 -2.967  0.061
H 3.432 3.989 -2.872  0.065
H 1.499 3.804 -1.586  0.065
C -0.667 4.700 0.885  -0.151
O 0.649 5.117 0.522  -0.126
H -0.590 4.065 1.764  0.081
H -1.298 5.561 1.121  0.077
H -1.125 4.132 0.078  0.055
H 0.533 5.661 -0.263  0.038
C -4.807 3.750 0.240  -0.149
O -3.494 4.165 -0.114  -0.135
H -4.716 3.107 1.111  0.079
H -5.441 4.604 0.496  0.075
H -5.280 3.183 -0.567  0.076
H -3.561 4.738 -0.885  0.068
C 0.425 7.921 -3.244  -0.150
O 0.034 7.284 -2.036  -0.134
H 0.889 8.870 -2.978  0.081
H 1.148 7.319 -3.801  0.071
H -0.445 8.109 -3.877  0.066
H -0.385 6.445 -2.271  0.043
C -0.092 -3.213 6.741  -0.162
O 1.142 -2.666 6.301  -0.126
H 0.121 -3.862 7.590  0.075
H -0.776 -2.421 7.059  0.063
H -0.567 -3.802 5.953  0.082
H 0.955 -2.099 5.546  0.073
C -1.770 -1.502 9.678  -0.147
O -2.812 -2.479 9.672  -0.128
H -2.112 -0.656 9.088  0.084
H -1.558 -1.168 10.696  0.079
H -0.860 -1.908 9.235  0.060
H -2.501 -3.220 10.202  0.067
C -2.819 -6.554 8.823  -0.157
O -3.803 -5.584 8.484  -0.133
H -3.206 -7.528 8.534  0.079
H -1.882 -6.375 8.288  0.074
H -2.617 -6.565 9.899  0.076
H -3.458 -4.721 8.737  0.048
C -2.365 -4.849 -4.504  -0.169
O -1.701 -3.843 -5.247  -0.128
H -2.941 -4.348 -3.729  0.070
H -3.051 -5.432 -5.129  0.069
H -1.654 -5.529 -4.025  0.078
H -1.171 -4.262 -5.930  0.078
C -5.613 -6.353 11.179  -0.154
O -5.527 -7.772 11.065  -0.128
H -5.402 -6.094 12.214  0.078
H -4.886 -5.872 10.524  0.046
H -6.617 -6.004 10.924  0.080
H -5.716 -8.000 10.152  0.070
C -2.452 4.685 -4.464  -0.137
O -1.880 5.015 -3.197  -0.141
H -2.439 5.578 -5.079  0.058
H -1.871 3.906 -4.960  0.087
H -3.485 4.346 -4.350  0.079
H -1.879 4.218 -2.655  0.065
C -3.262 9.485 -3.664  -0.158
O -2.106 10.294 -3.838  -0.131
H -3.901 9.647 -4.529  0.075
H -3.003 8.423 -3.609  0.068
H -3.814 9.762 -2.762  0.076
H -1.537 10.148 -3.077  0.063
C 8.409 -0.641 -0.123  -0.147
O 7.511 -1.726 0.066  -0.153
H 7.968 0.003 -0.881  0.078
H 8.542 -0.067 0.799  0.074
H 9.385 -0.986 -0.476  0.074
H 7.870 -2.317 0.732  0.078
C -2.834 4.971 -8.700  -0.150
O -3.303 5.329 -7.404  -0.132
H -1.914 4.408 -8.563  0.081
H -3.556 4.343 -9.227  0.075
H -2.619 5.856 -9.305  0.074
H -4.117 5.827 -7.508  0.075

Computed properties:
**HOMO**: -4.30 eV
**Charge**: -1
**Gap between HOMO and LUMO**: 5.905 eV
**Electronic energy**: -79738.4430 eV
**Multiplicity**: 1


> Which formula does entry 1 have?

C23H76N18O19


> Number 1 is which compound?

C23H76N18O19


> The highest HOMO belongs to which entry?

C23H78B2NO20S